1.
ORCA calculation (ωB97M-V/def2-TZVPD) on a molecular structure, C22H17N4O3Pd.

Each line ends with the natural charge from an NBO analysis.
Element x y z (Å)
Pd -0.341 -0.088 0.486  1.00
O 0.831 -1.284 -1.166  -0.50
C 1.054 -2.470 -1.341  0.53
C 2.131 -2.887 -2.251  -0.16
C 2.400 -4.191 -2.438  -0.17
C 1.643 -5.186 -1.728  0.05
C 0.604 -4.873 -0.869  -0.21
C 0.243 -3.545 -0.645  -0.01
C -0.859 -3.192 0.158  0.33
N -1.232 -1.964 0.611  -0.46
C -2.384 -2.104 1.266  0.04
C -2.767 -3.453 1.249  0.10
N -1.811 -4.092 0.582  -0.43
H 2.680 -2.094 -2.742  0.28
H 3.189 -4.509 -3.106  0.28
H 1.904 -6.230 -1.866  0.27
H 0.107 -5.688 -0.360  0.25
H -2.896 -1.283 1.744  0.27
H -3.635 -3.945 1.661  0.29
H -1.832 -5.082 0.367  0.47
O -1.490 -3.966 7.262  -0.62
C -1.141 -4.083 5.988  0.77
O -1.103 -5.142 5.428  -0.53
C -0.825 -2.835 5.191  -0.12
C -1.424 -1.604 5.409  -0.17
C -1.208 -0.552 4.520  -0.22
C -0.374 -0.755 3.433  0.14
C 0.278 -1.972 3.237  -0.26
C 0.047 -3.008 4.113  -0.15
N -0.174 0.273 2.462  -0.41
C 0.113 1.486 2.758  0.19
C 0.349 2.398 1.656  0.09
C 0.626 3.741 1.776  -0.14
C 0.818 4.491 0.613  -0.09
C 0.724 3.870 -0.616  -0.18
C 0.448 2.505 -0.669  0.08
N 0.275 1.795 0.439  -0.41
H -1.361 -3.082 7.628  0.50
H -2.114 -1.457 6.231  0.25
H -1.731 0.387 4.654  0.24
H 0.985 -2.079 2.422  0.22
H 0.522 -3.971 3.984  0.26
H 0.249 1.790 3.794  0.26
H 0.684 4.200 2.754  0.27
H 1.035 5.550 0.679  0.28
H 0.866 4.417 -1.538  0.28
H 0.383 1.977 -1.613  0.24

Computed properties:
**Kohn-Sham gap (alpha / beta)**: 4.70 / 4.33 eV
**Charge**: +3
**HOMO energy (alpha / beta)**: -17.391 / -17.390 eV
**LUMO level (alpha / beta)**: -0.46643 / -0.47997 Ha

2.
ORCA calculation (ωB97M-V/def2-TZVPD) on a molecular structure, C3H5AgO3.

Each line ends with the Löwdin spin population.
Element x y z (Å)
H 1.485 -0.043 -1.253  0.05
C 0.011 -0.083 -1.096  0.08
C 0.845 1.098 -0.751  0.52
O 0.131 0.425 0.758  0.10
C -0.497 -0.481 1.398  0.06
O -0.964 -0.010 2.526  0.01
H -0.779 0.310 -1.767  0.04
H 0.263 2.003 -0.526  0.01
H -1.363 -0.733 3.024  0.00
H 1.335 1.544 -1.628  0.06
Ag -0.349 -2.618 0.354  0.03
O -0.116 -1.412 -1.038  0.04

Computed properties:
**2S+1**: 2
**<S²>**: 0.7619
**Kohn-Sham gap (alpha / beta)**: 7.85 / 6.42 eV
**Charge**: +1
**Energy relative to the best compared isomer or geometry (same formula, charge and spin)**: 185.3 kcal per mole
**HOMO energy (alpha / beta)**: -13.327 / -13.354 eV
**LUMO level (alpha / beta)**: -0.20145 / -0.25476 Ha

3.
ORCA calculation (ωB97M-V/def2-TZVPD) on a molecular structure, F7H4NO5P3S2.

Each line ends with the natural charge from an NBO analysis.
Element x y z (Å)
O 2.134 -0.721 1.215  -1.04
P 0.915 -1.073 1.865  2.47
O 0.669 -2.621 1.763  -0.96
O 0.970 -0.802 3.428  -0.97
N -0.514 -0.352 1.171  -1.29
P -0.489 1.438 1.121  0.94
S 0.979 2.226 0.193  -0.38
S -1.940 -0.928 1.818  2.55
O -1.931 -0.946 3.224  -0.92
O -2.989 -0.215 1.239  -0.92
F -1.980 -2.347 1.274  -0.45
H -0.049 -2.909 2.346  0.50
H 1.153 0.141 3.553  0.51
H -1.691 1.749 0.484  0.01
H -0.646 1.931 2.433  -0.05
F 0.786 -0.054 -2.432  -0.60
P 0.773 0.777 -3.876  2.60
F -0.884 0.706 -3.721  -0.60
F 0.652 2.121 -2.913  -0.60
F 1.868 -0.433 -4.191  -0.60
F 1.923 1.778 -4.544  -0.60
F 0.293 0.534 -5.450  -0.60

Computed properties:
**Kohn-Sham gap**: 8.64 eV
**Charge**: -1
**Energy relative to the best compared isomer or geometry (same formula, charge and spin)**: 10.9 kcal per mole
**HOMO energy**: -6.624 eV
**LUMO level**: 0.07396 Ha

4.
ORCA calculation (ωB97M-V/def2-TZVPD) on 2 unconnected molecules or ions with the total composition C27H55ClFN4O7S.

Each line ends with the Mulliken charge.
Element x y z (Å)
C -3.692 1.800 -1.836  -0.90
C -3.600 2.555 -0.708  -0.63
C -2.534 2.441 0.355  -0.73
N -1.235 1.966 -0.154  1.04
C -0.390 2.840 -0.574  -2.06
O -0.588 4.140 -0.622  -0.31
C -0.366 4.919 0.583  0.32
C -0.460 6.400 0.193  -1.37
C 0.896 2.212 -1.158  1.94
Cl 0.971 3.168 -2.699  -0.30
C 2.066 2.511 -0.173  -0.67
C 3.167 3.547 -0.550  -0.88
N 2.689 4.908 -0.618  -0.08
N 3.958 3.157 -1.702  -0.59
N 4.140 3.524 0.585  -0.79
C 0.412 0.714 -1.311  1.60
C -0.021 0.441 -2.778  -1.99
C -0.329 -1.022 -3.204  -1.02
C -1.661 -1.102 -4.012  -0.70
C -2.412 -2.391 -3.655  -0.64
O -1.589 -3.524 -3.894  -0.58
C 1.535 -0.311 -1.032  -0.45
C 2.743 -0.206 -1.985  -0.26
C 2.997 -1.484 -2.811  -1.70
O 3.917 0.029 -1.179  -0.60
C -0.715 0.554 -0.237  0.90
C -1.730 -0.548 -0.508  -0.32
C -2.993 -0.673 0.317  -1.27
F -2.773 -0.870 1.672  -0.35
C -0.179 0.394 1.236  -1.18
C 0.176 -1.025 1.718  -0.93
C 1.504 -1.007 2.491  -0.85
O 1.210 -0.688 3.841  -0.38
C 2.276 0.008 4.481  -0.73
H -4.582 1.198 -2.009  0.36
H -2.916 1.751 -2.595  0.45
H -4.330 3.351 -0.563  0.45
H -2.930 1.771 1.116  0.59
H -2.454 3.418 0.822  0.53
H -1.108 4.734 1.358  0.45
H 0.614 4.753 1.018  0.04
H -0.635 6.485 -0.876  0.32
H -1.308 6.855 0.703  0.39
H 0.426 6.943 0.503  0.31
H 2.612 1.610 0.085  0.26
H 1.606 2.827 0.765  0.79
H 2.830 5.327 -1.524  0.25
H 3.103 5.469 0.110  0.29
H 3.696 3.688 -2.519  0.41
H 3.875 2.170 -1.897  0.20
H 4.532 2.590 0.641  0.35
H 3.613 3.702 1.438  0.34
H -0.884 1.075 -2.992  0.91
H 0.740 0.784 -3.471  0.96
H 0.430 -1.363 -3.898  0.80
H -0.441 -1.721 -2.384  0.13
H -1.437 -1.157 -5.075  0.52
H -2.336 -0.284 -3.755  0.16
H -2.667 -2.355 -2.590  0.13
H -3.344 -2.438 -4.221  0.45
H -1.493 -4.003 -3.072  0.34
H 1.953 -0.146 -0.042  -0.67
H 1.134 -1.320 -0.969  1.28
H 2.692 0.670 -2.629  0.22
H 4.068 -1.682 -2.796  0.49
H 2.696 -1.372 -3.848  0.31
H 2.510 -2.333 -2.335  0.32
H 4.229 -0.810 -0.829  0.42
H -2.093 -0.409 -1.529  -0.32
H -1.228 -1.511 -0.519  0.89
H -3.704 0.139 0.206  0.34
H -3.522 -1.555 -0.054  0.50
H 0.652 1.070 1.423  0.19
H -1.006 0.747 1.853  0.99
H 0.318 -1.745 0.916  0.34
H -0.545 -1.429 2.421  0.52
H 1.931 -2.016 2.457  0.34
H 2.213 -0.283 2.076  0.30
H 2.237 1.066 4.206  0.22
H 2.106 -0.080 5.550  0.28
H 3.233 -0.430 4.197  0.33
O -3.076 -5.989 1.774  -0.69
S -2.339 -4.921 2.372  1.21
O -1.383 -4.181 1.597  -0.48
O -1.642 -5.450 3.693  -0.31
C -0.807 -6.628 3.598  -0.42
C 0.539 -6.338 2.966  -0.89
C -3.438 -3.783 3.136  -0.94
H -1.340 -7.413 3.061  0.36
H -0.673 -6.968 4.622  0.28
H 0.433 -6.061 1.918  0.24
H 1.174 -7.222 3.021  0.40
H 1.032 -5.511 3.477  0.23
H -4.157 -4.321 3.747  0.43
H -3.943 -3.251 2.333  0.26
H -2.856 -3.089 3.736  0.30

Computed properties:
**Kohn-Sham gap**: 8.72 eV
**Charge**: +1
**HOMO energy**: -11.701 eV
**LUMO level**: -0.10950 Ha